[1]
C2HMgO2 as an isolated structure. Source: OMol25; level of theory: the ωB97M-V functional and the def2-TZVPD basis.

Geometry (Å):
O -0.3016 -1.0752 -0.4092
O 1.1464 1.2962 -0.2543
C -0.7659 -0.6218 0.5975
C 0.5413 1.5547 0.6931
H -1.7855 -0.7849 1.0008
Mg 1.1653 -0.3690 -1.6279

Output
- F_max: 0.0156 Eh/bohr
- Orbital gap (alpha / beta): 6.847 / 10.109 eV
- E: -426.5694 a.u.
- E_HOMO (alpha / beta): -19.44 / -22.85 eV
- Multiplicity: 2
- Charge: +2
- Relative energy (zero: lowest compared OMol25 entry of this formula, charge and spin): 44.4 kJ/mol


[2]
C2HMnO3 as an isolated structure. Source: OMol25; level of theory: the ωB97M-V functional and the def2-TZVPD basis.

Geometry (Å):
H -1.1529 2.4846 -0.0983
O 0.6302 1.4707 0.1135
O -1.4080 -2.0270 0.0393
O 0.7958 -1.5267 -0.1149
C -0.5515 1.6020 0.2118
C -0.2524 -2.0595 -0.0596
Mn 1.9388 0.0560 -0.0918

Output
- F_max: 0.1126 Eh/bohr
- Orbital gap (alpha / beta): 8.005 / 11.310 eV
- E: -1452.7087 a.u.
- E_HOMO (alpha / beta): -19.34 / -23.15 eV
- Multiplicity: 7
- Charge: +2
- Relative energy (zero: lowest compared OMol25 entry of this formula, charge and spin): 0.0 kJ/mol


[3]
A 2-piece molecular cluster, C2HN2 overall. Source: OMol25; level of theory: the ωB97M-V functional and the def2-TZVPD basis.

Geometry (Å):
C -0.7549 2.1144 -0.3533
C -0.8591 -0.8948 0.4469
N 1.3792 -1.6818 0.5566
N 0.3343 -1.2321 0.5055
H -0.0995 1.6943 -1.1557

Output
- F_max: 0.0577 Eh/bohr
- Orbital gap (alpha / beta): 5.404 / 7.507 eV
- E: -185.5613 a.u.
- E_HOMO (alpha / beta): -15.33 / -16.45 eV
- Charge: +1
- Relative energy (zero: lowest compared OMol25 entry of this formula, charge and spin): 931.7 kJ/mol


[4]
A 2-piece molecular cluster, C2HN2O2 overall. Source: OMol25; level of theory: the ωB97M-V functional and the def2-TZVPD basis.

Geometry (Å):
C -1.6934 0.9065 0.1189
C -1.0103 -0.0267 -0.3305
N -2.5101 1.6589 0.6071
N 1.5173 -0.6699 0.0743
O 2.1116 0.3862 -0.0224
O 2.0765 -1.6616 0.5872
H -0.4915 -0.5934 -1.0346

Output
- F_max: 0.0890 Eh/bohr
- Orbital gap (alpha / beta): 6.271 / 5.640 eV
- E: -336.6159 a.u.
- E_HOMO (alpha / beta): -3.77 / -3.41 eV
- Charge: -1
- Relative energy (zero: lowest compared OMol25 entry of this formula, charge and spin): 622.8 kJ/mol


[5]
A 2-piece molecular cluster, C2HN2O2S overall. Source: OMol25; level of theory: the ωB97M-V functional and the def2-TZVPD basis.

Geometry (Å):
C 0.8222 0.6154 0.2993
C 1.2284 -0.5789 -0.2160
N -1.1670 -1.1067 -0.5804
N -1.8372 -0.2330 -0.3143
O -2.4122 0.7989 -0.0709
O 0.4813 1.7367 -0.0948
S 2.5149 -1.5139 -0.2096
H 0.3696 0.2815 1.1866

Output
- F_max: 0.0571 Eh/bohr
- Orbital gap: 5.940 eV
- E: -734.8823 a.u.
- E_HOMO: -2.21 eV
- Charge: -1
- Relative energy (zero: lowest compared OMol25 entry of this formula, charge and spin): 128.9 kJ/mol


[6]
An isolated ion of composition C2HN2O4 and charge -1. Source: OMol25; level of theory: the ωB97M-V functional and the def2-TZVPD basis.

Geometry (Å):
C -0.7848 0.1047 0.3074
C 0.1787 1.0693 0.2479
N -2.0461 0.1246 0.3560
N 1.2259 1.5264 0.1249
O 2.2739 2.0870 0.1628
O -2.8507 -0.8264 0.1512
O -0.2372 -1.1793 0.2154
O 1.1715 -1.3254 -0.3173
H 1.0689 -1.5810 -1.2483

Output
- F_max: 0.0924 Eh/bohr
- Orbital gap (alpha / beta): 4.544 / 7.121 eV
- E: -486.9693 a.u.
- E_HOMO (alpha / beta): -0.39 / -3.39 eV
- Multiplicity: 3
- Charge: -1
- Relative energy (zero: lowest compared OMol25 entry of this formula, charge and spin): 103.6 kJ/mol